[1]
{
  "formula": "C19H18NO8P3PbS",
  "method": "ωB97M-V/def2-TZVPD",
  "species": ["Pb", "O", "N", "C", "C", "C", "C", "C", "C", "C", "P", "C", "C", "C", "C", "C", "C", "C", "C", "C", "C", "C", "C", "H", "H", "H", "H", "H", "H", "H", "H", "H", "H", "H", "H", "H", "H", "H", "H", "O", "P", "O", "O", "O", "P", "O", "O", "O", "H", "H", "S"],
  "coordinates": [[-0.005276, -2.525476, 1.423363], [-3.026760, -0.483891, 2.933542], [-2.931999, 0.180997, 1.723295], [-1.827134, 0.781998, 1.523262], [-1.686943, 1.623730, 0.283278], [-2.240537, 2.907681, 0.325268], [-2.186129, 3.746251, -0.775845], [-1.575508, 3.297643, -1.942894], [-1.011531, 2.031075, -1.977318], [-1.035089, 1.170567, -0.873892], [0.025805, -0.461215, -0.763329], [1.595999, 0.476977, -0.992641], [2.152387, 0.815363, -2.221299], [3.314507, 1.578328, -2.292871], [3.931767, 2.023050, -1.131075], [3.373612, 1.695175, 0.101551], [2.217381, 0.929052, 0.172869], [-0.508603, -1.110382, -2.413139], [0.331477, -1.771464, -3.310583], [-0.161654, -2.290069, -4.503771], [-1.513641, -2.194099, -4.808157], [-2.370649, -1.577685, -3.904899], [-1.870437, -1.036550, -2.727261], [-2.198783, -0.359860, 3.458618], [-1.016390, 0.751899, 2.254440], [-2.732738, 3.235281, 1.235366], [-2.616424, 4.740781, -0.726070], [-1.532371, 3.938282, -2.818806], [-0.537657, 1.692861, -2.895529], [1.682193, 0.482279, -3.140117], [3.737554, 1.823007, -3.261329], [4.838005, 2.615189, -1.184124], [3.849746, 2.024960, 1.017498], [1.814305, 0.639077, 1.140728], [1.372499, -1.913682, -3.041250], [0.513916, -2.791645, -5.188916], [-1.898985, -2.610668, -5.731800], [-3.431818, -1.515553, -4.115511], [-2.547804, -0.548742, -2.037101], [0.850539, 0.705310, 4.947616], [0.389047, -0.654733, 4.200512], [0.811840, -0.580109, 2.750981], [-1.064606, -0.873248, 4.488527], [1.272013, -1.751261, 4.946238], [0.908859, -3.369418, 4.969773], [-0.491099, -3.315521, 5.765640], [1.922811, -4.057995, 5.790175], [0.639291, -3.737541, 3.531870], [1.778436, 0.866877, 4.745572], [-1.046376, -2.617877, 5.380051], [1.742954, -2.625004, -0.330506]],
  "forces_ev_per_a": [[0.11, -0.23, 0.05], [-0.65, 0.37, -0.81], [0.20, 0.05, 0.43], [-0.18, 0.20, -0.32], [0.01, -0.29, 0.13], [-0.08, -0.04, -0.08], [0.05, -0.06, 0.00], [-0.02, -0.06, 0.04], [-0.02, -0.06, -0.07], [0.33, 0.06, 0.17], [-0.70, 0.87, -0.20], [-0.01, -0.11, -0.07], [0.01, 0.06, -0.07], [-0.04, -0.02, 0.08], [-0.15, -0.08, 0.02], [-0.07, -0.03, -0.09], [0.11, -0.06, 0.07], [-0.01, -0.02, 0.01], [0.10, -0.01, 0.08], [-0.03, 0.03, 0.07], [0.04, 0.01, 0.07], [0.10, 0.01, 0.03], [0.09, 0.01, -0.02], [0.09, -0.43, 0.15], [-0.01, 0.01, -0.19], [0.03, -0.04, -0.04], [0.00, -0.03, -0.01], [0.01, -0.04, 0.04], [0.01, 0.04, 0.08], [0.03, 0.00, 0.05], [-0.01, -0.01, 0.01], [0.00, -0.01, 0.00], [0.00, 0.00, 0.00], [0.02, 0.02, -0.11], [-0.06, 0.03, -0.01], [-0.01, 0.02, 0.04], [0.00, 0.00, 0.00], [0.00, 0.01, 0.01], [-0.02, 0.00, 0.01], [-0.01, -0.11, -0.10], [0.24, -0.30, -0.03], [-0.08, 0.07, 0.18], [0.41, 0.24, 0.30], [0.11, 0.29, 0.12], [-0.08, -0.10, -0.07], [0.03, -0.24, 0.19], [-0.12, 0.03, -0.16], [0.17, 0.06, -0.02], [0.03, 0.05, -0.02], [-0.09, 0.12, -0.10], [0.13, -0.26, 0.14]],
  "homo_energy_ev": -1.39,
  "gap_ev": 5.9,
  "charge": -2
}


[2]
{
  "formula": "C19H18O6",
  "method": "ωB97M-V/def2-TZVPD",
  "species": ["C", "C", "O", "C", "C", "C", "C", "C", "C", "C", "O", "C", "O", "C", "C", "C", "O", "C", "C", "O", "C", "C", "C", "C", "O", "H", "H", "H", "H", "H", "H", "H", "H", "H", "H", "H", "H", "H", "H", "H", "H", "H", "H"],
  "coordinates": [[2.113846, 0.263277, -1.256157], [1.016077, 0.286473, -0.229138], [1.592131, 0.339077, 1.092267], [0.090181, 1.501241, -0.409147], [0.454064, 2.770050, 0.093837], [-0.346640, 3.889825, -0.132078], [-1.498835, 3.757522, -0.879209], [-1.944122, 2.518992, -1.380086], [-1.108975, 1.381630, -1.163177], [-1.457914, 0.047185, -1.746793], [-2.265398, -0.018267, -2.677966], [-0.829583, -1.178544, -1.176220], [-1.153204, -2.494846, -1.362187], [-0.282265, -3.233116, -0.653299], [0.660425, -2.434669, -0.060140], [1.667470, -2.982760, 0.951750], [2.688761, -2.080524, 1.219857], [0.907658, -3.344683, 2.237684], [1.793120, -3.535955, 3.467243], [2.871219, -4.419582, 3.180599], [0.332783, -1.080841, -0.420229], [-3.336058, 2.702602, -2.041039], [-3.688827, 4.220138, -1.780673], [-2.457720, 4.823328, -1.162878], [-2.416980, 5.960875, -0.719417], [2.744786, -0.614980, -1.219048], [2.759467, 1.097062, -1.151941], [1.658493, 0.289253, -2.257490], [2.095923, -0.521376, 1.218065], [1.366092, 2.864598, 0.664588], [-0.055400, 4.880357, 0.210486], [-0.296411, -4.280359, -0.559913], [2.188373, -3.870461, 0.530225], [3.289256, -2.525441, 1.816204], [0.201473, -2.552381, 2.451438], [0.330178, -4.259872, 2.075664], [2.216238, -2.597101, 3.824987], [1.222703, -3.952158, 4.312926], [2.685677, -5.332998, 3.481949], [-4.132867, 2.054212, -1.625609], [-3.241930, 2.575113, -3.095726], [-3.975929, 4.778671, -2.663500], [-4.457334, 4.309437, -1.006709]],
  "forces_ev_per_a": [[-0.15, 0.09, -1.43], [0.18, -1.40, 1.50], [0.05, -0.51, -0.36], [-0.65, 0.37, -0.39], [-0.23, -0.36, -0.13], [0.85, -0.37, -0.13], [-0.02, -1.18, -0.38], [0.22, 0.20, 0.41], [0.32, -0.01, 0.36], [-1.80, -0.94, -1.53], [0.76, 0.01, 1.05], [2.12, 0.73, 0.95], [-0.97, 0.24, -0.35], [1.43, 2.27, 0.53], [0.51, -0.03, 0.34], [-0.71, -1.28, -0.69], [0.58, 1.09, -0.12], [0.08, -0.25, 0.38], [-0.36, -0.63, 0.30], [0.42, -0.78, 0.08], [-1.99, 0.49, -0.38], [0.22, 0.87, 0.90], [0.43, -1.18, 0.08], [-0.87, 1.16, 1.52], [0.45, -0.62, -0.73], [-0.09, -0.40, 0.31], [0.55, 1.06, 0.13], [0.22, 0.05, 0.14], [-0.53, 1.26, -0.11], [0.04, -0.06, 0.06], [-0.05, -0.21, 0.09], [-0.79, -1.03, -0.46], [-0.74, 0.15, 0.17], [0.48, -0.03, 0.24], [-0.26, 0.26, 0.06], [0.01, 0.07, -0.12], [0.07, 0.06, -0.16], [-0.11, 0.31, -0.31], [0.03, 1.00, -0.30], [0.71, 0.09, -0.37], [-0.10, -0.59, -0.72], [-0.23, -0.04, -0.14], [-0.07, 0.10, -0.26]],
  "homo_energy_ev": -9.10,
  "gap_ev": 8.8
}


[3]
{
  "formula": "C19H19BF3N",
  "method": "ωB97M-V/def2-TZVPD",
  "species": ["F", "B", "F", "F", "C", "C", "C", "H", "H", "H", "H", "H", "C", "N", "C", "C", "C", "C", "C", "C", "C", "C", "C", "C", "C", "C", "C", "C", "C", "H", "H", "H", "H", "H", "H", "H", "H", "H", "H", "H", "H", "H", "H"],
  "coordinates": [[-6.634264, -2.964090, 0.179451], [-5.470307, -3.120164, 0.895596], [-5.651380, -3.227128, 2.247918], [-4.517938, -3.933198, 0.324929], [-4.642866, -1.539479, 0.620810], [-3.423598, -1.259848, 1.385476], [-2.139425, -1.492806, 1.019996], [-4.463216, -1.581355, -0.457949], [-5.420768, -0.804360, 0.859872], [-3.606524, -0.736174, 2.328249], [-1.297297, -1.093276, 1.589191], [-1.900963, -2.156292, 0.197448], [5.900602, 0.353676, -0.941966], [4.474798, 0.546748, -0.763211], [3.785881, 1.725275, -0.864899], [2.423578, 1.511716, -0.545370], [1.450007, 2.507303, -0.409205], [0.034702, 2.412975, -0.488760], [-0.683114, 1.326400, -1.068829], [-2.072709, 1.285371, -1.019212], [-2.795408, 2.345632, -0.461864], [-2.119242, 3.478858, 0.012770], [-0.738054, 3.522082, -0.017335], [2.310203, 0.088920, -0.233872], [1.282443, -0.662351, 0.302494], [1.511116, -2.012765, 0.591910], [2.770552, -2.589803, 0.403908], [3.841021, -1.821861, -0.081277], [3.596607, -0.482273, -0.391429], [6.136533, -0.700816, -0.769867], [6.221510, 0.623033, -1.952030], [6.477433, 0.960173, -0.237380], [4.232570, 2.665960, -1.159125], [1.854434, 3.517437, -0.274055], [-0.134918, 0.540542, -1.583857], [-2.602532, 0.422072, -1.426028], [-3.881503, 2.299548, -0.411044], [-2.677055, 4.332430, 0.389671], [-0.194914, 4.405784, 0.312511], [0.329934, -0.184764, 0.487391], [0.686109, -2.616141, 0.972465], [2.916565, -3.639656, 0.645989], [4.831397, -2.253335, -0.209479]],
  "forces_ev_per_a": [[-0.74, -0.78, -0.23], [1.81, 3.36, -0.50], [-0.36, -0.89, 0.68], [-0.13, -1.69, -0.05], [-0.34, -0.19, 0.29], [0.18, 0.35, -0.49], [-0.29, 0.09, 0.48], [0.00, 0.07, 0.05], [0.13, 0.02, -0.10], [0.25, -0.02, -0.09], [-0.26, -0.36, 0.23], [-0.04, 0.20, -0.34], [0.54, 0.01, -0.19], [-0.90, 1.49, -0.37], [0.37, -1.35, 0.66], [-0.33, -0.21, 0.24], [0.66, 0.13, -0.80], [-0.95, 0.23, 0.08], [-0.02, 0.17, 0.21], [0.19, -0.09, -0.21], [0.41, 0.07, 0.08], [0.09, -0.05, -0.09], [0.41, -0.32, -0.09], [0.66, -0.18, -0.17], [0.01, -0.64, 0.08], [-0.29, 0.38, 0.05], [0.34, 0.54, -0.35], [-0.10, -0.02, 0.03], [-0.93, -0.04, 0.48], [-0.07, 0.34, -0.07], [-0.18, -0.08, 0.08], [-0.22, -0.10, 0.00], [0.26, -0.23, 0.04], [-0.23, -0.18, -0.09], [-0.16, 0.07, 0.23], [0.17, 0.28, 0.18], [0.24, -0.05, -0.04], [0.09, -0.19, -0.05], [-0.20, -0.12, 0.10], [-0.07, -0.40, 0.07], [0.23, 0.19, -0.05], [0.05, 0.23, -0.09], [-0.24, -0.01, 0.10]],
  "homo_energy_ev": -5.93,
  "gap_ev": 2.7
}


[4]
{
  "formula": "C19H19Cl2N3O4S",
  "method": "ωB97M-V/def2-TZVPD",
  "species": ["C", "C", "O", "C", "O", "C", "C", "N", "C", "O", "N", "C", "C", "C", "Cl", "C", "Cl", "C", "C", "N", "O", "S", "C", "C", "C", "C", "C", "C", "C", "H", "H", "H", "H", "H", "H", "H", "H", "H", "H", "H", "H", "H", "H", "H", "H", "H", "H", "H"],
  "coordinates": [[-1.331868, -0.920788, -4.264870], [-0.165482, -0.545783, -3.402131], [-0.366004, 0.512574, -2.364784], [0.579901, 0.859838, -1.420970], [1.772643, 0.821149, -1.557093], [0.010036, 1.135133, -0.104064], [-0.335061, 0.071007, 0.745273], [-0.122513, -1.309292, 0.472994], [-1.140196, -2.310924, 0.433293], [-2.342553, -2.227312, 0.404232], [-0.735824, -3.639336, 0.197941], [0.455945, -4.116000, 0.689759], [0.691542, -5.445904, 0.792048], [1.958797, -6.061015, 0.989627], [2.115214, -7.804190, 1.319913], [2.975363, -5.158792, 1.112270], [4.600710, -5.778637, 1.134947], [2.827873, -3.712469, 1.022650], [1.483195, -3.208497, 0.795637], [1.238182, -1.776157, 0.750460], [2.274420, -0.827810, 0.711582], [-1.082012, 0.714932, 2.217896], [-0.578232, 2.323325, 1.835297], [0.005158, 2.404683, 0.599093], [0.352063, 3.699031, -0.094573], [-0.900515, 4.401474, -0.389981], [-1.434836, 5.125883, 0.813040], [-2.046667, 4.246451, 1.920040], [-0.981921, 3.476436, 2.709366], [-1.764958, -1.847223, -3.850276], [-1.992461, -0.020277, -4.384192], [-1.059967, -1.245846, -5.185327], [0.259505, -1.383164, -2.923883], [0.682743, -0.077188, -3.985690], [-1.567106, -4.240356, 0.302826], [-0.125484, -6.144729, 0.728890], [3.666548, -3.067934, 1.075748], [2.288805, -0.548114, -0.232245], [0.940413, 4.301934, 0.586415], [0.880058, 3.500341, -0.909110], [-1.637703, 3.741191, -0.961785], [-0.730375, 5.116107, -1.104395], [-0.620025, 5.727305, 1.166528], [-2.293566, 5.786072, 0.675517], [-2.780663, 3.580624, 1.501207], [-2.518906, 4.753667, 2.687250], [-0.144894, 4.073105, 3.043267], [-1.259326, 3.045475, 3.700362]],
  "forces_ev_per_a": [[-1.73, 1.30, 3.23], [3.21, 2.73, -0.75], [-0.57, -0.34, 0.92], [-0.75, -1.39, -1.42], [0.49, -0.20, -0.96], [-0.51, -0.47, 2.75], [-1.12, 1.07, -0.51], [-0.69, -0.19, -0.12], [0.19, -1.21, -1.02], [-0.27, 2.51, 0.47], [-0.78, 0.50, 0.66], [0.55, -0.01, -0.92], [0.59, -2.67, 0.50], [-1.60, 0.86, 0.73], [-0.19, 1.48, -0.53], [1.56, 1.87, -0.63], [0.18, 0.21, 0.31], [-3.32, -1.98, -0.39], [4.04, 2.24, 0.83], [0.14, -2.22, 0.81], [-1.54, -1.23, -0.86], [1.31, -0.36, -0.55], [0.56, -0.53, -0.26], [-0.33, -0.91, -0.61], [-1.51, -0.80, 4.09], [-2.60, -0.84, -0.66], [-2.01, -0.38, 1.08], [2.15, -0.77, 0.24], [-0.13, -1.88, 0.21], [-0.75, 0.89, 0.20], [0.13, -1.22, 0.22], [1.43, -0.47, -2.96], [0.38, -1.03, 0.83], [-0.92, -0.79, 0.11], [0.77, 0.52, -0.16], [-0.44, 0.04, -0.19], [0.56, 0.38, 0.07], [0.41, 0.16, 0.41], [0.41, 0.21, 0.05], [2.45, -0.77, -3.59], [0.64, 0.45, 1.22], [0.70, 2.13, -1.86], [0.36, 0.44, 0.60], [0.34, 0.35, -1.08], [-0.20, -0.47, -0.24], [-1.35, 1.96, 1.04], [0.46, 0.52, -0.60], [-0.69, 0.31, -0.72]],
  "homo_energy_ev": -7.70,
  "gap_ev": 8.0
}


[5]
{
  "formula": "C19H19Cl3MnN4STe",
  "method": "ωB97M-V/def2-TZVPD",
  "species": ["Mn", "Cl", "C", "Cl", "Cl", "C", "N", "C", "N", "C", "C", "N", "C", "H", "H", "H", "H", "H", "H", "S", "C", "N", "C", "C", "C", "C", "H", "H", "H", "H", "H", "C", "Te", "C", "C", "C", "C", "C", "C", "C", "H", "H", "H", "H", "H", "H", "H", "H"],
  "coordinates": [[-0.162265, -0.625049, 0.697607], [-3.110090, -5.198887, 0.280657], [-1.524269, -5.061840, -0.481863], [-0.432687, -6.335853, 0.058947], [-1.656241, -5.026834, -2.236639], [-0.944135, -3.768321, -0.051999], [-0.495862, -2.769157, 0.281572], [-0.563830, 0.616426, 6.125582], [-0.083973, -0.024175, 4.900116], [0.842427, -1.033729, 4.823312], [0.959675, -1.346336, 3.507675], [0.149956, -0.506536, 2.770155], [-0.471802, 0.263610, 3.655691], [0.075017, 0.302667, 6.945332], [-1.588090, 0.312283, 6.326429], [-0.499444, 1.696191, 6.020290], [1.310631, -1.437335, 5.703375], [1.583794, -2.097306, 3.054501], [-1.187698, 1.036147, 3.427213], [1.315926, 0.572512, -0.796778], [2.922276, -0.051073, -0.705934], [3.885832, 0.724751, -1.261660], [5.197402, 0.406539, -1.313779], [5.631684, -0.771335, -0.776021], [4.681009, -1.611979, -0.190344], [3.348858, -1.262340, -0.155424], [3.584120, 1.604323, -1.666244], [5.833975, 1.133725, -1.795823], [6.678282, -1.030097, -0.815899], [4.992554, -2.555997, 0.237371], [2.618617, -1.929213, 0.280382], [-2.048916, 2.408179, -0.663512], [-2.640447, 0.420652, -0.134607], [-2.424240, 0.004638, -2.223975], [-2.564716, 1.355954, -2.884552], [-2.860652, 1.451223, -4.240697], [-2.968147, 2.692508, -4.842296], [-2.783294, 3.848354, -4.093165], [-2.492349, 3.759336, -2.743098], [-2.380585, 2.513150, -2.133608], [-0.986069, 2.552543, -0.471586], [-2.618856, 3.106500, -0.054747], [-3.204702, -0.691425, -2.521883], [-1.446172, -0.438640, -2.410609], [-3.018984, 0.552032, -4.822560], [-3.209476, 2.761690, -5.893932], [-2.880067, 4.818947, -4.559151], [-2.363989, 4.658595, -2.153805]],
  "forces_ev_per_a": [[-0.03, -0.03, -0.04], [0.09, 0.00, -0.04], [0.04, 0.09, 0.12], [-0.06, 0.06, -0.02], [0.01, 0.01, 0.01], [0.01, -0.13, -0.02], [-0.04, 0.16, -0.04], [0.05, -0.01, -0.04], [0.11, 0.06, -0.06], [-0.16, -0.11, 0.04], [0.24, 0.09, 0.04], [-0.20, -0.20, 0.06], [0.02, 0.09, -0.06], [-0.02, 0.01, 0.01], [0.00, 0.02, 0.02], [-0.04, 0.00, 0.02], [0.01, -0.04, -0.01], [0.00, 0.02, -0.02], [-0.01, 0.00, 0.00], [-0.06, -0.14, 0.04], [0.04, 0.10, -0.05], [-0.02, -0.03, 0.02], [-0.06, -0.02, 0.01], [0.02, 0.11, -0.06], [-0.02, -0.05, 0.03], [0.01, 0.01, -0.01], [0.00, -0.01, 0.01], [0.06, -0.04, 0.01], [0.00, -0.02, 0.01], [0.02, 0.00, 0.00], [-0.01, 0.01, -0.01], [0.02, 0.09, -0.05], [0.03, -0.04, 0.07], [0.03, 0.04, -0.08], [0.00, 0.02, 0.03], [0.00, -0.03, 0.03], [0.00, 0.06, -0.01], [0.00, -0.03, -0.02], [0.01, -0.03, 0.05], [-0.02, -0.01, -0.01], [-0.01, -0.03, 0.04], [-0.01, 0.00, -0.02], [0.00, 0.00, 0.00], [-0.02, -0.04, 0.01], [0.00, -0.01, -0.01], [0.00, 0.00, -0.01], [0.00, 0.01, -0.01], [0.00, 0.02, -0.01]],
  "homo_energy_ev": [-13.62, -13.62],
  "multiplicity": 6,
  "gap_ev": [8.0, 7.9],
  "charge": 2
}


Ordered DFT total energy results: -81823.88163, -32279.03808, -30331.17527, -68546.97948, -112975.06229; unit eV.
Ordered energy relative to the best compared isomer or geometry (same formula, charge and spin) results: 0.346, 0.124, 0.000, 4.441, 0.000; unit eV.